Here is a structure of composition C2H3LiO2Sm in a non-equilibrium geometry from the Open Molecules 2025 dataset. Energies are from the ωB97M-V functional and the def2-TZVPD basis.

Geometry as ORCA input:
```
! RIJCOSX wB97M-V def2-TZVPD def2/J DEFGRID3
* xyz 0 7
O 1.35 -1.12 0.84
C 0.82 -0.69 -0.25
C 0.34 0.72 -0.26
O -0.97 0.72 -0.71
H 1.00 1.25 -1.00
H 0.54 1.23 0.71
Li -2.14 1.95 -0.29
Sm -1.79 -2.01 -0.41
H 0.85 -2.05 1.38
*
```

Output
electronic energy = -893.655278 Eh
expectation value of S² = 12.05

***

Here is a structure of composition C2H3LuO in a non-equilibrium geometry from the Open Molecules 2025 dataset. Energies are from the ωB97M-V functional and the def2-TZVPD basis.

Geometry as ORCA input:
```
! RIJCOSX wB97M-V def2-TZVPD def2/J DEFGRID3
* xyz 2 1
O 0.03 1.05 -0.25
C 0.11 0.22 0.59
C 0.58 -0.75 1.32
H 1.25 -0.48 2.15
H -0.03 -1.65 1.47
H -1.22 -0.08 -2.87
Lu -0.71 1.67 -2.41
*
```

Output
energy relative to the best compared isomer or geometry (same formula, charge and spin) = 0.000 eV

***

Here is a structure of composition C2H3MgNaO in a non-equilibrium geometry from the Open Molecules 2025 dataset. Energies are from the ωB97M-V functional and the def2-TZVPD basis.

Geometry as ORCA input:
```
! RIJCOSX wB97M-V def2-TZVPD def2/J DEFGRID3
* xyz 1 2
O -1.41 2.14 0.68
C -0.54 1.79 -0.02
Mg -0.88 -2.10 -0.76
Na 1.01 -2.92 0.75
H 0.00 2.12 -0.89
C 0.21 -0.41 0.11
H 0.76 -0.44 -0.83
H 0.85 -0.17 0.96
*
```

Output
energy relative to the best compared isomer or geometry (same formula, charge and spin) = 0.847 eV
expectation value of S² = 0.76

***

Here is the molecule C2H3N in a non-equilibrium geometry from the Open Molecules 2025 dataset. Energies are from the ωB97M-V functional and the def2-TZVPD basis.

Geometry as ORCA input:
```
! RIJCOSX wB97M-V def2-TZVPD def2/J DEFGRID3
* xyz 0 1
C 0.20 0.39 0.25
C -0.37 -0.76 -0.40
N -0.81 -1.65 -0.95
H -0.37 0.60 1.15
H 0.09 1.27 -0.39
H 1.26 0.14 0.33
*
```

Output
structure (SMILES) = CC#N
energy relative to the best compared isomer or geometry (same formula, charge and spin) = 0.114 eV